No. 1
Here is a structure of composition C19H42IrNO3P3 from the OMol25 dataset. Energies are from ωB97M-V/def2-TZVPD.

Last column: natural (NBO) charge in e.
Positions of all 69 atoms, in Å:
Ir  0.43581  0.79440  -1.34136  0.413
P  -0.19717  1.71038  -3.34431  1.033
P  -0.83979  -1.48575  -1.37720  0.944
P  2.20422  1.43706  -0.05107  1.140
H  1.74589  -3.53352  0.54735  0.189
C  2.20724  -3.01597  1.37079  -0.364
C  1.38340  -2.26983  2.10642  -0.377
H  0.32311  -2.50093  2.14775  0.192
C  0.58769  0.71995  -4.67367  -0.947
C  -2.01524  1.71749  -3.16515  -0.946
C  0.59919  3.27561  -2.87329  -0.937
C  -0.89194  -3.08506  -0.41516  -0.899
C  -2.59604  -1.03849  -1.03086  -0.944
C  -0.96093  -2.23708  -3.06026  -0.936
C  3.06947  0.91014  1.45354  -0.946
C  1.70377  3.09414  0.47757  -0.965
C  3.65490  1.72838  -1.11571  -0.945
H  3.23891  -2.62420  1.16544  0.181
H  1.75588  -1.37208  2.60776  0.186
H  1.54843  1.16719  -4.96823  0.266
H  -0.04677  0.60812  -5.55480  0.280
H  0.80424  -0.24257  -4.20990  0.279
H  -2.51163  2.25829  -3.97509  0.286
H  -2.23443  2.18020  -2.19404  0.301
H  -2.37612  0.68625  -3.09974  0.257
H  0.63174  3.96719  -3.70596  0.279
H  1.59604  3.03027  -2.49387  0.240
H  0.03829  3.68313  -2.02857  0.283
H  -1.36634  -3.86633  -1.04206  0.265
H  -1.51797  -2.95921  0.48597  0.239
H  0.08966  -3.44984  -0.07811  0.243
H  -3.23554  -1.40729  -1.84275  0.265
H  -2.70084  0.04444  -0.92904  0.232
H  -2.89212  -1.52437  -0.09241  0.249
H  -1.53912  -3.16990  -3.01501  0.263
H  0.04483  -2.48533  -3.42697  0.255
H  -1.45661  -1.57143  -3.77488  0.239
H  4.01190  1.48677  1.48847  0.275
H  3.30962  -0.16200  1.50249  0.264
H  2.48631  1.18172  2.34418  0.259
H  2.48665  3.77365  0.14335  0.269
H  1.66962  3.09161  1.56803  0.259
H  0.73455  3.40094  0.08800  0.268
H  4.22433  2.50400  -0.59880  0.264
H  3.39453  2.05621  -2.12199  0.247
H  4.26159  0.82071  -1.17129  0.238
C  3.32378  -1.32535  -3.06599  0.269
C  3.49471  -1.30667  -4.46785  -0.069
C  4.77403  -1.21265  -4.96000  0.017
C  5.83970  -1.14959  -4.02268  -0.279
C  5.69083  -1.30386  -2.62330  0.002
C  4.42223  -1.52033  -2.12873  -0.098
O  2.12348  -1.12610  -2.64652  -0.623
H  1.70522  0.04283  -1.32122  0.157
H  2.56481  -1.32060  -5.05105  0.250
H  4.91692  -1.21816  -6.03718  0.266
H  6.84995  -1.01965  -4.41538  0.274
H  6.53044  -1.30873  -1.91627  0.266
H  4.14761  -1.79135  -1.12079  0.246
N  -1.92361  0.88243  2.96487  -0.682
C  -2.16737  2.08738  2.10038  -0.345
C  -1.45670  1.90518  0.76392  0.769
O  -1.58633  2.69860  -0.19240  -0.672
O  -0.69439  0.86898  0.74291  -0.806
H  -2.81210  0.40321  3.14000  0.454
H  -1.57182  1.18440  3.88144  0.453
H  -1.23202  0.24750  2.52680  0.474
H  -3.23905  2.17231  1.91757  0.269
H  -1.80062  2.98029  2.60299  0.268

The energy relative to the best compared isomer or geometry (same formula, charge and spin) comes out at 68.1 kcal/mol. Its spin multiplicity is 5. As for the expectation value of S²: 6.04. For the frontier orbital gap (alpha / beta), the calculation gives 0.2826 / 0.1156 Ha. The molar mass is 617.69 g/mol. For the total energy, the calculation gives -2156.82121 hartree. Its total charge is +3.

---

No. 2
Here is an isolated molecule of C21H31N3O4 from the OMol25 dataset. Energies are from ωB97M-V/def2-TZVPD.

Last column: natural (NBO) charge in e.
Positions of all 59 atoms, in Å:
C  -4.98487  -1.81784  -0.74940  -0.238
O  -4.09155  -2.07598  0.30871  -0.500
C  -2.74450  -1.91241  0.15136  0.243
C  -1.98156  -2.43556  1.19106  -0.227
C  -0.60482  -2.33383  1.22921  -0.251
C  0.04579  -1.69854  0.18278  0.131
N  1.43159  -1.49173  0.13778  -0.614
C  2.32997  -1.58853  1.14915  0.687
O  2.09674  -2.05534  2.24425  -0.613
C  3.69714  -0.98022  0.82493  -0.312
C  4.29504  -1.42683  -0.52124  -0.406
C  4.89325  -0.24050  -1.27334  -0.413
C  3.83475  0.82992  -1.52766  -0.220
N  3.01133  1.08302  -0.34892  -0.478
C  1.68124  1.36852  -0.57074  0.803
O  1.20287  1.32849  -1.69557  -0.700
N  0.93769  1.68577  0.52058  -0.633
C  -0.46377  2.03746  0.40795  -0.057
C  -1.25190  1.45084  1.57654  -0.402
C  -2.73640  1.75652  1.40350  -0.399
C  -2.96468  3.26313  1.32038  -0.396
C  -2.15658  3.86542  0.17434  -0.399
C  -0.67202  3.55265  0.33834  -0.397
C  3.55404  0.56224  0.87956  -0.203
C  -0.69594  -1.19472  -0.88235  -0.288
C  -2.08023  -1.26602  -0.90882  0.236
O  -2.82610  -0.70604  -1.91605  -0.513
C  -2.15520  -0.10575  -2.99896  -0.254
H  -4.71963  -2.37891  -1.64847  0.177
H  -5.03416  -0.75404  -0.99113  0.182
H  -5.95729  -2.15294  -0.38795  0.186
H  -2.51321  -2.92377  1.99192  0.227
H  -0.04532  -2.72761  2.05959  0.255
H  1.73365  -1.02326  -0.70497  0.406
H  4.35559  -1.27342  1.64742  0.236
H  5.06682  -2.17755  -0.34711  0.226
H  3.53390  -1.89542  -1.14865  0.204
H  5.29163  -0.57101  -2.23332  0.225
H  5.72348  0.17569  -0.70051  0.197
H  4.31557  1.76802  -1.83257  0.195
H  3.16748  0.52407  -2.33965  0.229
H  1.38574  1.92609  1.38810  0.391
H  -0.80985  1.59074  -0.52817  0.224
H  -1.09315  0.37287  1.62731  0.230
H  -0.89370  1.89247  2.51049  0.187
H  -3.09516  1.28064  0.48889  0.198
H  -3.29834  1.33621  2.23916  0.213
H  -2.66049  3.72763  2.26149  0.191
H  -4.02622  3.47146  1.17366  0.207
H  -2.50715  3.44960  -0.77268  0.195
H  -2.30451  4.94682  0.14059  0.208
H  -0.10525  3.95703  -0.50272  0.215
H  -0.29641  4.01332  1.25620  0.188
H  4.53738  1.01478  1.04337  0.204
H  2.92641  0.82191  1.73155  0.215
H  -0.17069  -0.69412  -1.67992  0.234
H  -1.51388  0.72168  -2.68088  0.190
H  -1.55397  -0.83458  -3.55155  0.178
H  -2.94196  0.27681  -3.64790  0.198

The energy relative to the best compared isomer or geometry (same formula, charge and spin) comes out at 25.0 kcal/mol. For the frontier orbital gap, the calculation gives 0.3043 Ha. The molar mass is 389.50 g/mol. For the total energy, the calculation gives -1284.08329 hartree. Its SMILES is COc1ccc(NC(=O)[C@H]2CCCN(C(=O)NC3CCCCC3)C2)cc1OC.

---

No. 3
Here is a cluster of 2 separate species, C7H8OS2 in total from the OMol25 dataset. Energies are from ωB97M-V/def2-TZVPD.

Last column: natural (NBO) charge in e.
Positions of all 18 atoms, in Å:
C  1.24027  -2.20472  -1.50457  -0.171
C  1.89359  -2.95678  -2.41282  -0.404
C  3.39333  -2.23083  -0.60847  -0.310
C  2.09412  -1.77591  -0.44183  -0.302
C  1.71990  -0.98254  0.63018  0.100
C  -1.83114  1.22889  1.36103  -0.619
C  -0.37455  1.10837  0.88103  -0.052
O  -0.16817  0.09978  0.03597  -0.663
S  2.02605  -0.42547  2.04585  0.290
S  3.57198  -3.14506  -2.02816  0.501
H  0.20310  -1.92809  -1.53170  0.269
H  1.51751  -3.41751  -3.30359  0.245
H  4.24018  -2.03861  0.02303  0.250
H  -1.93932  2.09951  2.00108  0.198
H  -2.47901  1.34136  0.49393  0.204
H  -2.13147  0.33793  1.90230  0.201
H  0.26993  0.95769  1.79803  0.133
H  -0.05401  2.07885  0.44606  0.131

The energy relative to the best compared isomer or geometry (same formula, charge and spin) comes out at 58.6 kcal/mol. For the frontier orbital gap (alpha / beta), the calculation gives 0.2655 / 0.2655 Ha. The molar mass is 172.27 g/mol. For the total energy, the calculation gives -1143.01874 hartree.

---

No. 4
Here is a cluster of 2 separate species, C9H9N3O2 in total from the OMol25 dataset. Energies are from ωB97M-V/def2-TZVPD.

Last column: natural (NBO) charge in e.
Positions of all 23 atoms, in Å:
O  -0.40737  -4.52067  -1.79455  -0.613
C  -0.00025  -3.76881  -0.84007  0.621
C  0.26956  -4.16385  0.54626  -0.402
C  1.32218  -3.52492  1.20555  0.076
N  1.78374  -2.33032  0.72293  -0.605
C  1.18131  -1.68427  -0.49788  0.790
O  1.60713  -0.57660  -0.97944  -0.608
N  0.36932  -2.52066  -1.14160  -0.638
H  -0.24184  -5.17792  0.66885  0.267
H  1.61034  -3.60452  2.21690  0.224
H  2.51843  -1.82472  1.16483  0.425
H  0.50945  -2.55361  -2.29680  0.463
C  0.07777  2.67434  -0.11555  -0.151
C  -1.15848  1.98216  0.18709  -0.261
C  -2.22897  2.77008  0.45252  0.019
N  -2.26314  4.07122  0.31846  -0.430
C  -1.11861  4.65308  -0.01818  0.047
C  0.14131  4.06558  -0.00426  -0.278
H  0.83936  1.97058  -0.44775  0.236
H  -1.19587  1.00903  0.11358  0.205
H  -3.26794  2.52822  0.61118  0.200
H  -1.27171  5.77598  -0.06277  0.188
H  0.92428  4.75061  -0.00930  0.225

The energy relative to the best compared isomer or geometry (same formula, charge and spin) comes out at 88.5 kcal/mol. For the frontier orbital gap, the calculation gives 0.3494 Ha. The molar mass is 191.19 g/mol. For the total energy, the calculation gives -663.02822 hartree. Its SMILES is O=c1cc[nH]c(=O)[nH]1.c1ccncc1.

---

No. 5
Here is a structure of composition C28H40F6InNO2Sb from the OMol25 dataset. Energies are from ωB97M-V/def2-TZVPD.

Last column: Mulliken charge in e.
Positions of all 79 atoms, in Å:
In  -0.96071  -1.35661  -4.02549  0.990
C  -2.10121  4.28409  2.91031  -2.177
C  -1.18781  3.08219  2.67191  1.831
C  0.24359  3.46859  3.10081  -1.567
C  -1.69031  1.91099  3.53731  -1.404
C  -1.14651  2.63189  1.23451  -0.483
C  -0.31041  1.61169  0.83901  0.008
C  -0.45221  0.97349  -0.40299  -0.625
N  0.18119  -0.07191  -0.80539  0.284
C  0.88379  -1.06731  -0.36979  -0.688
C  0.95619  -1.54971  0.94551  -0.645
C  1.94469  -2.43971  1.32301  -0.361
C  2.67459  -3.13161  0.31141  0.394
C  2.56019  -2.85811  -1.01579  -0.533
C  1.60599  -1.83771  -1.45869  0.485
O  1.32609  -1.60271  -2.61559  -0.701
C  3.39899  -3.52261  -2.08549  1.993
C  4.50419  -4.39591  -1.48679  -2.060
C  4.06289  -2.49471  -3.01079  -1.648
C  2.42899  -4.39931  -2.90449  -1.593
C  2.32359  -2.58031  2.77811  1.919
C  2.65879  -1.19011  3.34721  -1.476
C  3.52709  -3.49361  3.00871  -2.196
C  1.10059  -3.16731  3.51891  -1.622
C  -1.28691  1.65809  -1.49549  0.929
O  -1.19271  1.26929  -2.63029  -0.576
C  -2.06921  2.82519  -1.04519  -0.008
C  -1.98151  3.23149  0.24761  -0.448
C  -2.95861  3.56779  -2.02519  1.689
C  -2.31541  4.99609  -2.08089  -1.662
C  -4.38961  3.66899  -1.50189  -1.523
C  -2.95881  3.03459  -3.44099  -1.706
H  -2.07621  4.54149  3.96681  0.461
H  -3.13841  4.05949  2.66791  0.449
H  -1.76821  5.16009  2.35721  0.464
H  0.20009  3.89649  4.09791  0.471
H  0.65719  4.21349  2.42641  0.412
H  0.90859  2.61119  3.13151  0.276
H  -1.71661  2.22099  4.57821  0.465
H  -1.04371  1.04169  3.45331  0.220
H  -2.69641  1.62449  3.23911  0.398
H  0.46499  1.24159  1.49231  1.140
H  0.27089  -1.12621  1.66281  1.229
H  3.36729  -3.89101  0.63211  0.743
H  5.16929  -3.82431  -0.84399  0.460
H  5.10319  -4.80981  -2.29329  0.421
H  4.08759  -5.22831  -0.92589  0.423
H  4.78689  -1.89721  -2.45929  0.412
H  3.32029  -1.83811  -3.46309  0.275
H  4.58279  -3.00141  -3.82049  0.476
H  1.84599  -5.05111  -2.25909  0.357
H  3.02389  -5.02221  -3.57039  0.508
H  1.75629  -3.80411  -3.51859  0.307
H  3.49319  -0.75171  2.80481  0.407
H  2.95159  -1.28191  4.38911  0.472
H  1.81499  -0.50791  3.29761  0.273
H  4.41519  -3.11911  2.50371  0.459
H  3.33009  -4.51531  2.69421  0.459
H  3.75649  -3.52141  4.07081  0.431
H  0.24799  -2.49511  3.49821  0.313
H  1.37779  -3.33931  4.55681  0.470
H  0.80689  -4.11701  3.08031  0.423
H  -2.54931  4.09299  0.56221  0.611
H  -2.40661  5.50189  -1.12459  0.402
H  -2.84401  5.57159  -2.83529  0.465
H  -1.26481  4.94839  -2.35559  0.419
H  -4.43151  4.10009  -0.50439  0.345
H  -4.84971  2.68259  -1.45799  0.291
H  -4.98431  4.28849  -2.16809  0.492
H  -2.00011  3.16809  -3.93509  0.396
H  -3.72671  3.52299  -4.04079  0.454
H  -3.22531  1.97549  -3.44699  0.232
F  -2.02031  -1.32561  -1.54019  -0.635
Sb  -3.90791  -1.26441  -2.19999  2.321
F  -3.92561  0.39139  -1.19749  -0.580
F  -4.29971  -2.34621  -0.72739  -0.503
F  -5.61681  -0.93031  -2.86299  -0.470
F  -3.36421  -2.73341  -3.29269  -0.543
F  -3.26231  -0.16741  -3.69259  -0.592

The energy relative to the best compared isomer or geometry (same formula, charge and spin) comes out at 77.6 kcal/mol. Its spin multiplicity is 2. As for the expectation value of S²: 0.97. For the frontier orbital gap (alpha / beta), the calculation gives 0.2144 / 0.1837 Ha. The molar mass is 773.20 g/mol. For the total energy, the calculation gives -2325.18803 hartree. Its total charge is +2.

---

No. 6
Here is a cluster of 4 separate species, H8O3S2 in total from the OMol25 dataset. Energies are from ωB97M-V/def2-TZVPD.

Last column: natural (NBO) charge in e.
Positions of all 13 atoms, in Å:
S  4.16952  -0.32864  -1.38245  -0.121
S  2.35111  -0.28761  -0.30047  -0.153
H  4.92644  0.45786  -0.60053  0.126
H  1.87224  0.84526  -0.85878  0.146
O  -0.51294  -2.32633  -0.68371  -0.915
H  0.30693  -2.81022  -0.51997  0.458
H  -0.70097  -2.21927  0.26420  0.459
O  -0.71063  0.11113  1.30523  -0.929
H  -0.68049  0.72211  2.06678  0.468
H  0.09621  -0.35964  1.49729  0.462
O  -3.99266  2.25616  -0.49247  -0.929
H  -3.79893  1.31867  -0.38315  0.468
H  -3.32582  2.62052  0.08803  0.461

The energy relative to the best compared isomer or geometry (same formula, charge and spin) comes out at 16.5 kcal/mol. For the frontier orbital gap, the calculation gives 0.3598 Ha. The molar mass is 120.19 g/mol. For the total energy, the calculation gives -1026.85979 hartree. Its SMILES is SS.O.O.O.